{"formula": "C25H23ClN7O2Pd", "method": "ωB97M-V with the def2-TZVPD basis set", "gap_ha": [0.1753, 0.1752], "e_tot_ev": -56799.4893, "total_charge": 3, "species": ["Pd", "Cl", "O", "O", "N", "N", "N", "N", "N", "N", "N", "C", "C", "C", "C", "C", "C", "C", "C", "C", "C", "C", "C", "C", "C", "C", "C", "C", "C", "C", "C", "C", "C", "C", "C", "C", "H", "H", "H", "H", "H", "H", "H", "H", "H", "H", "H", "H", "H", "H", "H", "H", "H", "H", "H", "H", "H", "H", "H"], "xyz": [[0.024, -0.129, -0.042], [2.038, -2.677, 3.741], [1.107, -1.484, 1.185], [1.766, 0.518, 1.688], [-0.927, 0.805, 1.829], [-0.045, 3.678, -2.169], [1.893, 0.736, -1.074], [2.958, 2.465, -1.892], [-0.285, -1.499, -1.814], [-0.592, 1.817, -1.162], [-1.351, -1.442, 0.573], [-1.529, -2.578, -0.146], [2.643, -1.118, 3.096], [-1.637, -0.094, 2.520], [1.747, 1.977, -1.546], [-2.362, -3.582, 0.322], [-2.031, 0.111, 3.833], [-0.843, -2.657, -1.403], [-1.693, 1.310, 4.446], [-0.816, -3.818, -2.155], [0.173, 2.985, 1.639], [-1.943, -1.300, 1.789], [-0.238, -3.791, -3.412], [1.806, -0.623, 1.936], [-3.004, -3.432, 1.538], [-1.403, 3.694, -2.034], [3.898, 1.518, -1.621], [-2.790, -2.288, 2.279], [-0.595, 1.964, 2.404], [0.725, -0.189, -3.669], [0.428, 2.530, -1.637], [3.211, 0.439, -1.106], [0.244, -2.590, -3.880], [0.215, -1.449, -3.072], [-1.732, 2.517, -1.396], [-0.980, 2.244, 3.721], [-0.197, -4.684, -4.021], [0.519, -0.193, -4.739], [4.947, 1.660, -1.808], [-2.528, -4.471, -0.266], [2.633, -0.365, 3.879], [-1.234, -4.737, -1.773], [0.231, 0.664, -3.237], [-2.575, -0.643, 4.380], [3.168, 3.383, -2.261], [-0.506, 3.568, 1.011], [-2.020, 4.500, -2.389], [0.656, 3.679, 2.321], [-2.710, 2.175, -1.111], [-0.702, 3.190, 4.161], [0.936, 2.522, 1.026], [-3.285, -2.160, 3.228], [3.615, -0.508, -0.797], [0.490, 4.415, -2.610], [1.801, -0.100, -3.550], [-3.664, -4.205, 1.906], [-1.976, 1.501, 5.473], [0.648, -2.508, -4.878], [3.668, -1.255, 2.746]], "atomic_forces_ev_per_a": [[0.11, -0.76, -0.94], [0.18, 0.44, -0.14], [-0.73, 0.92, -0.92], [0.31, 4.20, -0.53], [1.10, 0.36, -0.49], [0.38, -0.27, 0.08], [-1.56, 0.67, 0.73], [-0.46, 0.19, 0.01], [1.07, 0.52, -0.29], [0.31, -1.30, 0.43], [-0.92, 0.03, 0.64], [-0.26, 0.02, 0.83], [-0.31, -1.18, -0.13], [-0.26, -0.24, 0.51], [0.74, -0.31, 0.12], [-0.02, 0.20, 0.17], [0.09, 0.16, -0.25], [0.15, -0.50, -0.32], [0.10, 0.06, -0.12], [-0.01, 0.25, 0.09], [0.03, 0.25, -0.05], [-0.12, -0.73, -0.44], [0.06, 0.05, -0.07], [0.33, -3.27, 0.92], [0.03, -0.08, -0.09], [-0.30, -0.76, 0.47], [-0.28, -0.82, 0.27], [0.20, 0.17, -0.21], [0.28, 0.55, 0.01], [0.01, 0.12, -0.24], [-0.50, 0.24, 0.00], [0.93, 0.18, -0.13], [-0.20, -0.04, 0.26], [0.17, 0.08, 0.16], [-0.37, 0.74, -0.32], [-0.20, -0.30, -0.14], [0.03, -0.02, -0.01], [0.00, -0.03, 0.04], [0.04, 0.04, -0.04], [0.02, 0.01, -0.04], [-0.08, 0.03, -0.06], [-0.03, 0.03, 0.03], [-0.12, 0.24, 0.07], [-0.02, -0.02, -0.05], [-0.06, -0.04, -0.02], [-0.03, -0.04, 0.01], [0.00, 0.07, -0.02], [0.02, 0.00, 0.03], [-0.03, -0.08, 0.02], [0.04, 0.07, -0.04], [0.06, -0.02, -0.02], [0.01, 0.05, 0.03], [-0.03, -0.06, 0.09], [0.03, -0.07, 0.02], [0.13, 0.01, 0.04], [-0.02, -0.02, 0.01], [0.01, 0.00, 0.00], [0.03, 0.07, -0.03], [-0.04, -0.03, 0.03]], "mulliken_charge": [-0.61, -0.14, -0.28, -0.38, 0.87, -0.04, 1.06, -0.14, 0.45, 1.22, 0.70, 0.85, -0.48, 0.61, 0.31, -0.94, -0.97, 0.77, -0.83, -0.88, -1.34, 0.78, -0.77, 0.63, -0.97, -0.72, -0.73, -0.98, 1.00, -1.57, -0.59, -0.71, -0.83, 1.06, -0.72, -1.11, 0.49, 0.62, 0.47, 0.43, 0.37, 0.43, 0.17, 0.45, 0.23, 0.24, 0.44, 0.58, 0.47, 0.55, 0.21, 0.43, 0.53, 0.22, 0.27, 0.49, 0.50, 0.51, 0.34]}